72
Properties=species:S:1:pos:R:3:lowdin_spin:R:1 method="wB97M-V/def2-TZVPD" total_charge=-1 spin_multiplicity=3 homo_lumo_gap_ev="6.9 / 7.6" relative_energy_ev=0.000 fmax_ev_per_a=0.960 homo_ha="-0.1731 / -0.2161"
Ni 0.7184 -0.0766 0.1111 1.525
S 0.1899 -2.8814 -0.0486 0.004
S 0.2877 -1.7512 2.3898 0.006
S 4.6241 0.0571 -2.9775 0.002
S 2.7370 0.9778 0.5815 0.066
Si -2.7579 1.6519 0.2174 0.030
Si 0.3012 3.8064 -0.1968 0.013
Si -0.8686 1.5738 -3.0621 0.030
Si -0.6288 1.7257 -0.7460 0.137
F 1.8818 -3.2615 3.8098 0.000
F 2.4927 -3.5208 -1.1829 0.000
F 2.6757 -1.2874 3.4046 0.000
F 1.0778 -1.5335 4.8424 0.000
F 0.7984 -3.3097 -2.5203 0.000
F 1.7568 -1.5479 -1.7098 0.012
O 0.0920 -0.3162 2.2906 0.030
O -0.8089 -2.5748 2.7855 0.003
O 3.7944 -0.5096 -4.0026 0.003
O 5.7673 0.8310 -3.3673 0.003
O -0.8340 -1.9219 -0.4322 0.036
O -0.1448 -4.2602 0.0804 0.003
N 1.0815 -2.2418 1.0964 0.005
N 3.6866 0.9278 -1.9175 0.029
C -0.9783 5.1862 -0.3835 0.005
C -2.0417 0.1637 -3.4934 0.001
C 0.7761 1.2723 -3.9137 0.001
C 4.4820 -0.8726 -0.6152 0.002
C 5.8773 -2.3146 -1.9675 0.000
C 5.0909 -1.1942 -1.8122 0.000
C 5.4354 -2.8226 0.3568 0.000
C 1.7255 4.2310 -1.3489 -0.001
C 4.6450 -1.6876 0.4900 0.001
C 6.0442 -3.1339 -0.8554 0.000
C -3.5210 -0.0640 0.2538 0.000
C -2.6538 2.2789 1.9942 0.000
C 3.6754 0.3829 -0.7453 0.019
C -3.9750 2.7643 -0.7089 0.012
C 1.4013 -2.8147 -1.4444 0.001
C 0.9030 3.8279 1.5965 0.000
C 1.5750 -1.9719 3.6875 0.001
C -1.5897 3.1673 -3.7793 0.011
H -3.6053 2.1278 2.5130 0.000
H 1.3501 4.4904 -2.3432 0.000
H -1.4487 5.1675 -1.3689 0.000
H 0.6352 1.1251 -4.9889 0.000
H -2.0879 0.0159 -4.5762 0.000
H -2.8938 -0.7747 0.7929 0.000
H -3.0539 0.3676 -3.1352 0.000
H 1.2888 0.3904 -3.5244 0.001
H 1.4546 2.1165 -3.7736 0.000
H -4.4994 -0.0225 0.7421 0.000
H 5.5746 -3.4787 1.2066 0.000
H 4.1573 -1.4356 1.4210 0.000
H -3.6611 -0.4540 -0.7569 0.000
H -4.1156 2.4143 -1.7345 0.000
H -3.6340 3.8005 -0.7485 0.000
H -4.9514 2.7433 -0.2142 0.002
H -1.8034 3.0395 -4.8452 0.002
H 2.2775 5.0940 -0.9641 0.000
H 1.9864 3.9545 1.6342 0.000
H -0.4972 6.1608 -0.2546 0.001
H -0.8801 3.9918 -3.6781 0.000
H -1.7695 5.0993 0.3654 0.000
H 6.3396 -2.5494 -2.9171 0.000
H -1.7129 -0.7714 -3.0334 0.000
H 0.6619 2.9021 2.1222 0.000
H -2.4159 3.3449 2.0281 0.000
H 0.4396 4.6522 2.1463 0.000
H -2.5164 3.4559 -3.2794 0.000
H -1.8786 1.7438 2.5471 0.000
H 2.4212 3.3975 -1.4571 0.000
H 6.6509 -4.0268 -0.9351 0.000


161
Properties=species:S:1:pos:R:3:lowdin_charge:R:1 method="wB97M-V/def2-TZVPD" total_charge=0 homo_lumo_gap_ev=9.6 relative_energy_ev=0.000 fmax_ev_per_a=1.656 homo_ha=-0.3331 smiles=COC[C@H](C)N.COCCNCCOC.COCCNCCOC.CC(C)O.CC(C)O.CC(C)O.CC(C)O.CC(C)O.CC(C)O.CC(C)O.CC(C)O
O 4.7771 2.6008 3.5830 -0.166
O -3.6707 -6.0453 0.4695 -0.047
O -2.6047 0.2483 -8.1262 -0.069
O -4.3859 0.3104 -1.0403 -0.176
O 3.8828 2.9840 8.2603 -0.192
O 2.7281 -2.8131 -1.5288 -0.081
O 0.3645 -1.4579 -1.0964 -0.234
O -3.6447 -1.3832 3.7446 -0.176
O 0.9585 0.6963 3.8123 -0.122
O -3.3943 -3.7609 -6.0726 -0.049
O 4.4718 -2.3171 -3.6804 -0.086
O -0.6415 4.0253 -0.1472 -0.132
O -2.2608 4.3184 -2.3821 -0.090
N -0.1234 1.5314 1.1052 0.068
N -3.1455 0.5120 1.4478 -0.061
N 2.6136 2.4431 5.5674 -0.054
C 0.0856 -0.7450 0.1103 -0.167
C 4.5500 2.5349 9.4283 -0.105
C 2.8276 -0.8679 3.5167 -0.047
C -3.1581 -3.8243 -4.6541 -0.474
C -2.6842 -0.3510 3.7385 -0.227
C 3.3819 -0.1874 -3.8680 -0.058
C 1.3930 -4.7784 -1.8006 -0.056
C -3.2014 0.8005 2.9017 -0.189
C -3.5409 1.6828 0.6830 -0.222
C -0.6644 -1.3676 -2.0725 -0.058
C 2.5682 -4.1449 -1.0835 -0.478
C -1.5227 4.2991 -3.6152 -0.475
C 3.4836 3.0160 3.3286 -0.260
C -1.6650 -5.6137 1.7601 -0.057
C 2.3373 -4.2138 0.4044 -0.056
C 3.8699 -1.4093 -4.6123 -0.487
C 2.6558 2.3300 8.0510 -0.251
C -1.0751 -0.9403 -6.5728 -0.046
C 5.3503 2.0811 2.4461 -0.123
C -2.6826 0.9119 -5.8103 -0.044
C -2.5656 -5.1371 0.6201 -0.480
C -0.6329 3.0519 -3.6841 -0.072
C -1.7064 -4.2091 -4.4287 -0.052
C -3.1155 -3.7437 0.9100 -0.053
C 2.0115 2.9422 6.8373 -0.187
C 1.1852 -1.0672 5.4645 -0.050
C 1.5681 5.0137 0.0390 -0.054
C 2.6859 -2.1246 -5.2363 -0.066
C -3.5207 1.3958 -0.7764 -0.234
C 1.3943 -0.6814 3.9900 -0.449
C 1.8634 1.0328 -0.2029 -0.021
C 0.0906 5.1413 0.3906 -0.462
C 0.3698 0.7235 -0.0653 -0.378
C -4.4875 0.0603 -2.4256 -0.109
C -3.5599 -2.5292 -4.0355 -0.082
C -1.7955 0.3871 -6.8974 -0.447
C -3.1294 -2.5756 4.2267 -0.144
C 2.8755 3.5268 4.6081 -0.190
C -0.6481 5.5219 -3.7246 -0.061
C -0.1623 5.2391 1.9008 -0.046
H -0.3159 3.1448 0.2452 0.064
H -0.2527 -1.7780 -2.9948 0.077
H 2.1510 5.9001 0.3031 0.083
H 1.9747 2.0709 -0.5078 0.067
H 0.4556 -4.5571 -1.2686 0.066
H -2.4296 -0.0194 4.7591 0.128
H 1.1593 -2.1462 5.6484 0.079
H 3.4979 4.3242 5.0361 0.132
H -3.9100 2.2824 -1.3063 0.126
H -3.9714 -4.4742 -6.3420 0.085
H 3.5263 2.0748 5.8549 0.114
H -4.5430 2.0443 0.9794 0.131
H 1.4480 -5.8690 -1.8830 0.085
H 0.9483 2.6489 6.8761 0.120
H 1.9125 -0.6104 6.1420 0.067
H 2.8885 0.4968 -4.5670 0.084
H 5.5243 3.0240 9.4469 0.087
H -2.3313 -2.9358 3.5560 0.073
H -0.2781 6.0434 -0.1097 0.138
H -2.2470 4.2094 -4.4308 0.133
H -5.2414 -0.7135 -2.5807 0.089
H -3.7759 -4.6349 -4.2411 0.141
H 3.2370 -3.9480 0.9704 0.081
H -1.4360 -5.0043 -5.1330 0.085
H 2.1326 -5.2593 0.6680 0.086
H 6.1707 1.4571 2.7671 0.092
H 3.5317 -0.1587 3.9684 0.077
H -0.4554 -0.9384 -5.6752 0.065
H -3.7931 -0.2464 1.2415 0.114
H -3.7050 -3.7694 1.8237 0.070
H -2.5911 1.6869 3.0898 0.118
H -1.4852 -4.6388 -3.4515 0.070
H -1.2410 5.2791 2.0343 0.078
H -0.0394 2.9955 -4.6033 0.086
H 0.2063 -0.6759 5.7576 0.070
H -1.0600 1.1935 1.3952 0.052
H -2.7518 -2.5382 5.2582 0.093
H -3.3376 1.7005 -6.1762 0.091
H -1.7570 -0.7260 3.2562 0.112
H -3.4129 -6.9130 0.7780 0.074
H -2.4904 1.2616 -1.1464 0.110
H -3.0116 -1.6494 -4.3875 0.049
H 2.3947 0.8656 0.7360 0.059
H -3.9117 -3.3344 4.2111 0.090
H -1.0031 -0.3443 -2.2476 0.076
H 1.5331 -3.5625 0.7516 0.067
H -2.2695 -5.8219 2.6381 0.083
H 5.7176 2.9112 1.8196 0.098
H 1.9754 2.4763 8.9010 0.129
H 1.5552 1.3177 4.2927 0.046
H -1.1541 -6.5311 1.4470 0.079
H 4.6488 1.5420 1.7968 0.081
H -0.4932 -1.1397 -7.4781 0.079
H -1.1754 2.1050 -3.5452 0.046
H -2.0396 1.3561 -5.0434 0.048
H 0.7553 -1.1910 0.8525 0.119
H -2.0044 0.1131 -8.8669 0.074
H -4.7627 0.9642 -2.9787 0.099
H 0.7076 -1.2901 3.3917 0.117
H 1.6498 4.8334 -1.0276 0.068
H -4.5713 -2.2240 -4.3368 0.094
H -0.9496 -0.9376 0.4209 0.112
H 0.2734 6.1635 2.2944 0.082
H -2.8619 2.5209 0.8740 0.113
H -2.3037 -3.0188 0.9504 0.068
H -1.4876 -2.0198 -1.7602 0.088
H 3.4636 3.8580 2.6155 0.127
H 3.1737 -1.8594 3.8529 0.087
H 3.7561 -2.6160 -3.0539 0.058
H 1.9940 4.2111 0.6518 0.057
H 2.9343 -3.1532 -5.4697 0.081
H 2.9620 -0.8183 2.4378 0.062
H -0.9946 1.0881 -7.2025 0.133
H 0.2007 5.3744 -3.0555 0.066
H 0.2623 4.3732 2.4068 0.060
H 0.0615 3.0207 -2.8239 0.070
H 1.9139 -2.2878 -1.3263 0.069
H 2.3830 0.4270 -0.9525 0.072
H 2.6668 -0.5063 -3.1105 0.053
H -3.7628 -3.4522 0.0753 0.083
H 2.0115 4.0352 6.9384 0.124
H -0.1296 1.1231 -0.9573 0.114
H -0.2556 5.6606 -4.7384 0.082
H -3.5478 -2.5302 -2.9451 0.072
H -1.0479 -3.3735 -4.6909 0.062
H 3.4465 -4.7389 -1.3308 0.143
H 2.8450 1.2634 7.8570 0.122
H -1.1759 6.4351 -3.4593 0.080
H 2.8836 2.1882 2.9355 0.100
H -4.2435 1.0219 3.1981 0.129
H -1.6490 4.2363 -1.5824 0.061
H -0.8914 -4.8694 1.9672 0.072
H 4.2089 0.2974 -3.3511 0.083
H 1.8842 3.9366 4.3807 0.119
H 4.6189 -1.2282 -5.3772 0.134
H -3.2691 0.1192 -5.3585 0.059
H -2.0111 -5.0543 -0.3292 0.122
H 1.8490 -2.0616 -4.5336 0.058
H 1.2446 -4.3828 -2.8091 0.074
H -1.8027 -1.7504 -6.4566 0.061
H 4.7242 1.4509 9.4228 0.089
H -3.5443 -0.3678 -2.8103 0.053
H 3.9984 2.8394 10.3282 0.090
H 0.4019 1.2586 1.9679 0.066
H 2.3591 -1.6288 -6.1610 0.078


11
Properties=species:S:1:pos:R:3:lowdin_charge:R:1 method="wB97M-V/def2-TZVPD" total_charge=0 homo_lumo_gap_ev=9.4 relative_energy_ev=1.780 fmax_ev_per_a=2.349 homo_ha=-0.3154 smiles="[H]/N=C/N(S)/C=N/[H]"
S -1.4899 -1.5605 -0.0006 0.786
N 2.1573 -0.1123 0.0265 0.090
N -1.6283 1.4154 -0.0358 0.067
N -0.1982 -0.4241 -0.0185 -0.467
C -0.4568 0.9407 -0.0180 -0.321
C 1.1278 -0.8730 -0.0307 -0.310
H 0.4388 1.4663 -0.0319 0.092
H -2.5219 -0.6562 0.0274 -0.119
H -1.5832 2.4264 0.1600 0.061
H 2.9590 -0.6752 -0.0724 0.021
H 1.1953 -1.9475 -0.0061 0.100


The records above yield E_tot values of -166638.4103, -74268.3180, -17459.3318 eV, respectively.